This record from OMol25 describes C2H4O2 in the gas phase. The level of theory is ωB97M-V/def2-TZVPD.

Computed properties:
LUMO level ... 0.71 eV
SMILES ... O=CCO
Orbital gap ... 11.0748 eV
2S+1 ... 1

Last column: Löwdin charge in e.
Atoms and positions in Å:
O: 0.841 1.448 0.277  0.05
C: 0.910 0.289 -0.068  -0.20
C: -0.336 -0.580 0.025  -0.24
O: -1.437 0.255 -0.188  -0.06
H: 1.854 -0.105 -0.479  0.12
H: -0.383 -1.042 1.027  0.13
H: -0.328 -1.394 -0.707  0.12
H: -1.122 1.129 0.114  0.08

Force components x, y, z for each atom (eV/Å):
O 0.137 -0.446 -0.259
C -0.026 0.406 0.234
C 0.167 -0.093 -0.097
O -0.160 0.333 0.208
H -0.014 -0.214 0.175
H 0.240 0.034 -0.122
H 0.042 0.188 -0.004
H -0.386 -0.209 -0.135

***

This record from OMol25 describes 2 unconnected molecules or ions with the total composition C2H4O2P at a distorted geometry. The level of theory is ωB97M-V/def2-TZVPD.

Computed properties:
LUMO level ... 4.04 eV
Orbital gap ... 6.5047 eV
Total charge ... -1
2S+1 ... 1

Last column: Löwdin charge in e.
Atoms and positions in Å:
C: 1.865 -0.429 -0.216  -0.58
C: -0.409 0.923 0.034  -0.60
O: 2.398 0.437 -0.797  0.10
O: 1.685 -1.385 0.413  0.08
P: -1.109 -0.572 -0.349  0.51
H: -0.586 1.697 -0.735  -0.06
H: -0.966 1.434 0.804  -0.08
H: -2.359 -0.726 0.332  -0.18
H: -0.519 -1.381 0.513  -0.20

Force components x, y, z for each atom (eV/Å):
C 0.625 1.782 0.010
C 0.052 2.381 -0.038
O 0.130 -0.255 -0.448
O -0.161 -1.049 0.400
P -1.870 -0.621 -2.352
H 0.628 -0.609 -0.574
H 0.222 -0.024 1.353
H -0.388 0.069 0.048
H 0.762 -1.673 1.601

***

This record from OMol25 describes a gas-phase ion, C2H4O2P (charge +1) at a distorted geometry. The level of theory is ωB97M-V/def2-TZVPD.

Computed properties:
LUMO level ... -6.59 eV
Orbital gap ... 10.2072 eV
Total charge ... +1
2S+1 ... 1

Last column: Löwdin charge in e.
Atoms and positions in Å:
C: 0.939 -0.396 -0.103  0.02
C: 0.266 0.898 0.132  -0.11
O: -2.051 -1.272 0.279  -0.35
O: -0.949 1.051 0.214  -0.16
P: -2.470 0.017 -0.182  1.15
H: 1.850 -0.340 -0.513  0.06
H: 0.337 -0.909 -0.830  0.09
H: 0.805 1.799 0.144  0.14
H: 1.273 -0.849 0.859  0.16

Force components x, y, z for each atom (eV/Å):
C -2.371 0.327 1.636
C 1.073 -1.520 -0.516
O -0.179 -0.913 0.127
O -1.620 0.637 -0.150
P 0.279 0.454 0.150
H 3.510 1.234 -1.891
H -0.460 -1.256 0.466
H 1.035 1.353 0.474
H -1.268 -0.316 -0.296

***

This record from OMol25 describes a gas-phase ion, C2H4O2P (charge +1) at a distorted geometry. The level of theory is ωB97M-V/def2-TZVPD.

Computed properties:
LUMO level ... -6.80 eV
Orbital gap ... 9.9258 eV
Total charge ... +1
2S+1 ... 1

Last column: Löwdin charge in e.
Atoms and positions in Å:
C: 0.331 -0.832 -0.207  -0.16
C: -0.821 0.242 0.102  -0.12
O: 1.525 -0.129 -0.051  -0.31
O: -0.154 1.501 0.339  -0.30
P: 1.403 1.456 0.258  1.28
H: 0.445 -1.658 0.533  0.15
H: 0.187 -1.080 -1.395  0.20
H: -1.553 0.377 -0.654  0.12
H: -1.364 0.123 1.074  0.15

Force components x, y, z for each atom (eV/Å):
C -2.531 -0.232 -2.231
C -0.086 -1.387 2.435
O 1.900 3.326 0.251
O 1.282 0.842 -0.508
P -0.529 -2.229 -0.306
H -0.821 0.256 -1.088
H 0.669 -0.124 3.223
H -0.308 0.105 -0.872
H 0.424 -0.558 -0.904

***

This record from OMol25 describes C2H4O2P2 in the gas phase at a distorted geometry. The level of theory is ωB97M-V/def2-TZVPD.

Computed properties:
LUMO level (alpha / beta) ... -1.42 / -1.18 eV
Orbital gap (alpha / beta) ... 7.2457 / 8.4965 eV
2S+1 ... 1

Last column: Löwdin charge in e.
Atoms and positions in Å:
C: -1.582 0.122 0.437  -0.28
C: 0.896 0.306 -0.901  -0.17
O: 0.764 1.083 1.761  -0.31
O: 0.239 -1.543 0.945  -0.67
P: -1.255 -1.993 0.596  0.88
P: 0.141 0.206 0.782  0.40
H: -2.238 0.744 -0.219  0.01
H: 0.326 -0.512 -1.460  0.07
H: 0.775 1.377 -1.112  0.06
H: 1.934 0.210 -0.829  0.02

Force components x, y, z for each atom (eV/Å):
C -0.233 -4.115 -0.087
C -2.337 -0.346 1.125
O 0.051 -0.129 0.774
O 0.818 1.318 0.974
P -1.629 4.407 -0.703
P 0.552 -1.005 -2.311
H 0.596 -0.612 0.948
H 1.135 1.705 0.068
H -0.609 -0.412 -0.813
H 1.656 -0.812 0.025

***

This record from OMol25 describes 2 unconnected molecules or ions with the total composition C2H4O2S at a distorted geometry. The level of theory is ωB97M-V/def2-TZVPD.

Computed properties:
LUMO level ... -0.32 eV
Orbital gap ... 8.3595 eV
2S+1 ... 1

Last column: Löwdin charge in e.
Atoms and positions in Å:
C: 1.904 -0.138 0.228  -0.54
C: -0.286 -0.645 -0.127  -0.05
O: 4.216 0.825 0.130  -0.63
O: 1.005 -0.994 0.338  -0.16
S: 3.447 -0.410 -0.189  0.90
H: 1.272 1.569 0.355  0.25
H: -1.043 -1.149 0.622  0.15
H: -0.486 -0.906 -1.122  0.08
H: -0.276 0.352 -0.123  -0.01

Force components x, y, z for each atom (eV/Å):
C 0.424 4.926 -0.472
C -1.751 -3.795 2.758
O 0.345 -0.462 -0.528
O -1.786 -2.615 0.204
S 0.337 1.244 0.791
H 1.648 -3.639 -0.118
H 1.422 1.192 -1.690
H 0.053 -1.070 -1.443
H -0.691 4.220 0.498

***

Relative energy (zero: lowest compared OMol25 entry of this formula, charge and spin), respectively: 31.6 65.3 27.4 14.7 46.8 135.4 kcal per mole.